Below is C25H29GeN3O3RuS as an isolated structure, with properties calculated with ωB97M-V/def2-TZVPD.

Energy above the lowest of the compared OMol25 structures with the same formula, charge and spin   2.5729 eV
E_tot   -106934.38925 eV
Expectation value of S²   8.78
Lowest unoccupied orbital energy (alpha / beta)   -3.0430 / -4.9099 eV
2S+1   6
Net charge   +1

CARTESIAN COORDINATES (ANGSTROEM)
Ru  -0.03425  0.22694  -0.01395
N  0.18836  -1.67508  1.15784
C  1.30286  -1.71056  2.15486
C  2.62282  -1.14993  1.63595
C  2.59153  0.37299  1.48299
O  3.17846  1.12423  2.21364
O  1.83603  0.76657  0.45983
H  -0.67878  -1.85629  1.64624
H  0.29451  -2.40708  0.46025
H  1.45254  -2.74383  2.47191
H  0.97388  -1.14343  3.02596
H  2.86785  -1.60345  0.67222
H  3.40101  -1.40543  2.35138
O  -0.60526  -0.62828  -1.49168
C  -3.72038  1.99292  -4.58173
C  -3.27249  3.10157  -3.88107
C  -2.08150  3.03660  -3.16979
C  -1.33288  1.85795  -3.15441
C  -1.80646  0.73460  -3.84592
C  -2.99253  0.80789  -4.55878
Ge  0.35558  1.85436  -2.22491
C  1.84513  0.99901  -3.05295
C  3.09979  1.14331  -2.45690
C  4.22033  0.60461  -3.06752
C  4.09490  -0.07323  -4.27221
C  2.85059  -0.21357  -4.87291
C  1.72633  0.31900  -4.26585
C  0.76880  3.49931  -1.30266
C  0.97749  3.66330  0.06333
C  1.31989  4.90816  0.56799
C  1.45843  5.99260  -0.28422
C  1.26497  5.83705  -1.64789
C  0.92383  4.59383  -2.15813
H  -4.64049  2.04967  -5.14973
H  -3.84286  4.02112  -3.89302
H  -1.73604  3.90689  -2.62340
H  -1.25654  -0.19593  -3.79927
H  -3.34884  -0.05764  -5.10269
H  3.19406  1.67079  -1.51523
H  5.19234  0.71845  -2.60604
H  4.97252  -0.48964  -4.74909
H  2.75821  -0.73516  -5.81632
H  0.76342  0.21108  -4.74899
H  0.91963  2.82107  0.73610
H  1.49451  5.02569  1.62913
H  1.73020  6.96100  0.11481
H  1.38593  6.67929  -2.31618
H  0.78884  4.48729  -3.23064
S  -1.85321  1.43488  1.17121
C  -3.28735  0.73503  0.47685
N  -3.52354  0.72416  -0.81680
C  -4.74001  0.17435  -1.41357
C  -5.88757  0.32417  -0.42960
C  -5.49557  -0.29075  0.90297
N  -4.19838  0.24773  1.31801
H  -2.78146  1.03057  -1.43385
H  -4.57923  -0.87428  -1.67687
H  -4.92749  0.72582  -2.33124
H  -6.77743  -0.16936  -0.81532
H  -6.12029  1.38192  -0.29641
H  -5.43148  -1.37780  0.81957
H  -6.22231  -0.05606  1.67766
H  -3.98446  0.34386  2.29722